--- P ---
Density functional theory data (the ωB97M-V functional and the def2-TZVPD basis) for a cluster of 2 separate species, C2H5N2O2 in total.

## Properties
**HOMO level**: -4.425 eV
**Total charge**: -1

Element x y z (Å)
N (0.43020, -0.61522, -0.43197)
C (0.60820, 0.20610, -1.48343)
N (0.51697, -0.24214, -2.69106)
H (0.26939, -1.59374, -0.59144)
H (0.30427, -0.14634, 0.49998)
H (0.69887, 1.26561, -1.20984)
H (1.05346, 0.26613, -3.38532)
O (-0.36007, 1.07298, 1.57650)
C (-0.97283, 0.23422, 2.31252)
O (-1.00600, -0.99696, 2.17257)
H (-1.54246, 0.54937, 3.23149)

--- Q ---
Density functional theory data (the ωB97M-V functional and the def2-TZVPD basis) for a cluster of 2 separate species, C2H5N2O2 in total.

## Properties
**HOMO level**: -4.285 eV
**Total charge**: -1

Element x y z (Å)
N (0.92003, -0.98617, 0.17128)
C (-0.34748, -1.44966, -0.05812)
N (-0.83808, -2.51587, -0.60790)
H (1.38392, -1.34627, 1.04503)
H (0.95680, 0.03001, -0.04697)
H (-1.12270, -0.70231, 0.12580)
H (-1.52676, -2.07670, -1.22927)
O (-0.66950, 1.66380, 0.94404)
C (0.10344, 2.24480, 0.05073)
O (0.97784, 1.87184, -0.78526)
H (0.16248, 3.26654, 0.39063)

Q: Which of them is the most stable? A: P.

--- P ---
Density functional theory data (the ωB97M-V functional and the def2-TZVPD basis) for a structure of composition C3H2O5.

## Properties
**HOMO level (spin up / spin down)**: -9.746 / -9.746 eV
**Total charge**: 0

Element x y z (Å)
C (1.24547, 0.05811, 0.87497)
C (-1.15081, 0.80463, -0.52105)
C (0.12482, -0.49100, 0.21550)
O (1.93274, 0.67597, -0.08654)
O (1.35551, -0.25231, -1.04309)
O (-2.07876, 0.01963, -0.82388)
O (-0.79073, 1.91699, -0.48568)
O (-0.55525, -1.54682, 0.36167)
H (-1.67185, -1.17475, -0.38730)
H (1.58887, -0.01044, 1.89540)

--- Q ---
Density functional theory data (the ωB97M-V functional and the def2-TZVPD basis) for a cluster of 2 separate species, C3H2O5 in total.

## Properties
**HOMO level**: -9.191 eV
**Total charge**: 0

Element x y z (Å)
C (-0.69167, 0.70940, -0.14511)
C (1.40570, 0.01724, 0.00080)
C (-0.74712, -0.62897, -0.00546)
H (-1.99405, 1.93237, -0.74858)
H (-2.25515, -1.52325, 1.09226)
O (-1.61590, 1.55827, 0.27300)
O (0.65751, 1.05297, -0.19226)
O (2.63130, -0.08201, 0.16858)
O (0.57672, -1.05852, -0.06108)
O (-1.69367, -1.59511, -0.11887)

Q: Which of them is the most stable? A: Q.

--- P ---
Density functional theory data (the ωB97M-V functional and the def2-TZVPD basis) for the ion C8H16NO with charge +1.

## Properties
**HOMO level**: -13.164 eV
**Total charge**: +1

Element x y z (Å)
C (-0.75262, 1.87000, 0.81383)
C (0.42649, 1.30641, 0.45190)
C (-1.61451, -0.24468, 0.52518)
C (1.84142, 1.95761, 0.36430)
C (-2.39923, -0.92860, -0.53831)
C (-1.31572, -0.90797, 1.85572)
C (1.94958, -1.29472, -1.38661)
C (0.83045, -0.28628, -1.35931)
N (0.38391, -0.02899, 0.00145)
O (-1.85250, 1.13460, 0.60635)
H (-0.97353, 2.85541, 1.19872)
H (2.44877, 1.13695, 0.13759)
H (2.30581, 2.55548, 1.23122)
H (2.01884, 2.74029, -0.38947)
H (-2.36717, -2.00207, -0.51790)
H (-2.10152, -0.69445, -1.65421)
H (-3.45249, -0.63810, -0.37520)
H (-0.53415, -0.32168, 2.49540)
H (-1.09487, -1.88499, 1.54825)
H (-2.24753, -0.90889, 2.35637)
H (1.60387, -2.22667, -0.89764)
H (2.15005, -1.48356, -2.45113)
H (2.90955, -0.92775, -0.95701)
H (0.01651, -0.80766, -1.75147)
H (0.97502, 0.67338, -1.99519)
H (0.84559, -0.64308, 0.68717)

--- Q ---
Density functional theory data (the ωB97M-V functional and the def2-TZVPD basis) for the ion C8H16NO with charge +1.

## Properties
**HOMO level**: -14.289 eV
**Total charge**: +1
**SMILES**: CC(C)[C@@H](O)[NH2+]C1(C)C=C1

Element x y z (Å)
C (-2.23662, -0.23049, -1.57179)
C (-1.44443, -0.22242, -0.24049)
C (-2.22244, -0.01656, 1.07922)
C (-0.25866, 0.59574, -0.45609)
O (-0.45253, 1.90580, -0.26799)
N (0.85743, 0.15450, 0.72139)
C (2.28782, -0.23071, 0.04797)
C (2.67439, 0.98668, -0.71240)
C (2.76806, -1.59212, -0.34462)
C (3.28715, -1.06008, 0.74145)
H (-1.51336, -0.48694, -2.30618)
H (-3.10412, -0.86780, -1.39976)
H (-2.92264, 0.67603, -1.78120)
H (-1.13277, -1.25236, -0.22559)
H (-3.01868, 0.73392, 0.94049)
H (-2.61487, -1.11319, 1.32007)
H (-1.55175, 0.24746, 1.87911)
H (0.21933, 0.54654, -1.37622)
H (-1.20486, 2.08812, 0.31627)
H (0.49157, -0.60498, 1.22041)
H (1.12054, 1.03561, 1.13800)
H (2.06696, 1.86610, -0.41268)
H (2.52704, 0.86136, -1.75211)
H (3.78672, 1.30897, -0.48452)
H (2.80182, -2.32945, -1.07951)
H (3.87777, -1.15291, 1.74918)

Q: Which of them is the most stable? A: P.

--- P ---
Density functional theory data (the ωB97M-V functional and the def2-TZVPD basis) for a structure of composition C31H26BrN3PdS.

## Properties
**HOMO level**: 0.952 eV
**Total charge**: -2

Element x y z (Å)
Pd (-0.43570, 0.22772, -1.19137)
Br (-3.92348, 6.63249, 0.43549)
C (-3.32110, 4.82404, 0.62793)
C (-3.61759, 4.13837, 1.78869)
C (-3.17837, 2.82758, 1.92424)
C (-2.44916, 2.20364, 0.90938)
C (-2.16745, 2.92399, -0.25631)
C (-2.59736, 4.23115, -0.39673)
N (-2.05054, 0.87031, 1.00538)
C (-1.25875, 0.57252, 1.95198)
C (-0.66673, -1.76567, 1.33854)
C (-0.08098, -2.96908, 1.74594)
C (0.05993, -3.98019, 0.81489)
C (-0.40295, -3.78172, -0.47931)
C (-0.99312, -2.56748, -0.77990)
N (-1.10926, -1.55930, 0.10295)
H (-4.18538, 4.61607, 2.57643)
H (-3.41630, 2.26516, 2.81993)
H (-1.58446, 2.41330, -1.02565)
H (-2.36639, 4.78788, -1.29508)
H (-0.85973, 1.32664, 2.63674)
H (0.27492, -3.09987, 2.75808)
H (0.52549, -4.91589, 1.10291)
H (-0.31789, -4.54035, -1.24536)
H (-1.39937, -2.37533, -1.76542)
S (1.65142, 0.97735, 0.50390)
C (3.02195, 1.16859, -0.55515)
C (4.26398, 1.63667, -0.08698)
C (5.35646, 1.77475, -0.93207)
C (5.25689, 1.45172, -2.28091)
C (4.03469, 0.98661, -2.76165)
C (2.94251, 0.84739, -1.92174)
H (4.35405, 1.89331, 0.96251)
H (6.29768, 2.14008, -0.53056)
H (6.11022, 1.55792, -2.94198)
H (3.93202, 0.72576, -3.81066)
H (1.98539, 0.48896, -2.28706)
N (-0.79139, -0.70199, 2.25438)
C (-0.12300, -0.81067, 3.51607)
C (-0.85795, -1.20585, 4.62772)
C (-0.24482, -1.31177, 5.86847)
C (1.10745, -1.01972, 5.99494)
C (1.83332, -0.62188, 4.87985)
C (1.22744, -0.51644, 3.63477)
H (-1.90996, -1.43129, 4.50127)
H (-0.82001, -1.61996, 6.73365)
H (1.59186, -1.09620, 6.96131)
H (2.88596, -0.38426, 4.97781)
H (1.77130, -0.19057, 2.74942)
C (-0.72073, 0.95513, -3.26220)
C (-0.86354, -0.40174, -3.66407)
C (0.26210, -1.21664, -4.03274)
C (0.12530, -2.52982, -4.42000)
C (-1.13105, -3.14646, -4.51560)
C (-2.25200, -2.36007, -4.22553)
C (-2.13604, -1.04325, -3.83060)
H (-1.61055, 1.57752, -3.34770)
H (0.20233, 1.45804, -3.54205)
H (1.25335, -0.78365, -3.95292)
H (1.02019, -3.10159, -4.65264)
H (-1.23027, -4.18217, -4.81969)
H (-3.24585, -2.79434, -4.30715)
H (-3.02899, -0.47544, -3.58881)

--- Q ---
Density functional theory data (the ωB97M-V functional and the def2-TZVPD basis) for a structure of composition C31H26BrN3PdS.

## Properties
**HOMO level**: 0.150 eV
**Total charge**: -2

Element x y z (Å)
Pd (0.47261, -0.37992, -0.11708)
Br (-0.64141, 7.50739, 1.87908)
C (-0.69623, 5.62116, 2.18641)
C (-1.29171, 5.14675, 3.33845)
C (-1.33336, 3.77669, 3.55854)
C (-0.78096, 2.88477, 2.63782)
C (-0.19066, 3.39420, 1.47403)
C (-0.14291, 4.75860, 1.25202)
N (-0.89468, 1.50838, 2.81828)
C (0.02633, 0.86796, 3.41619)
C (-0.29433, -1.44576, 2.51846)
C (0.06215, -2.77843, 2.62069)
C (-0.13603, -3.57039, 1.45115)
C (-0.67976, -3.03273, 0.32848)
C (-1.09405, -1.65050, 0.33649)
N (-0.95053, -0.90249, 1.49683)
H (-1.71811, 5.83500, 4.05653)
H (-1.80564, 3.38287, 4.45036)
H (0.24141, 2.69367, 0.76860)
H (0.32801, 5.14724, 0.35915)
H (0.88035, 1.37554, 3.87941)
H (0.54463, -3.18389, 3.49621)
H (0.18235, -4.60825, 1.45754)
H (-0.79467, -3.61038, -0.58206)
H (-1.92425, -1.36695, -0.30854)
S (2.36475, 0.95095, 0.96079)
C (3.88874, 0.73880, 0.12707)
C (5.01533, 1.49803, 0.49114)
C (6.23243, 1.34560, -0.15122)
C (6.37780, 0.42939, -1.18988)
C (5.27256, -0.32918, -1.56278)
C (4.05539, -0.18158, -0.91779)
H (4.91294, 2.21944, 1.29368)
H (7.07737, 1.95225, 0.16057)
H (7.32825, 0.30918, -1.69724)
H (5.36237, -1.04883, -2.37008)
H (3.18981, -0.77171, -1.19958)
N (0.07353, -0.51649, 3.57491)
C (1.05994, -0.97717, 4.50357)
C (0.65826, -1.51915, 5.71574)
C (1.60311, -1.97692, 6.62203)
C (2.95512, -1.88484, 6.31812)
C (3.35605, -1.33936, 5.10472)
C (2.41175, -0.89257, 4.19031)
H (-0.40288, -1.58349, 5.92301)
H (1.28559, -2.40509, 7.56562)
H (3.69762, -2.23922, 7.02398)
H (4.40941, -1.27012, 4.86239)
H (2.71097, -0.48198, 3.22914)
C (0.39587, -0.32045, -2.35439)
C (-0.14600, -1.55354, -2.82537)
C (0.67375, -2.68983, -3.05608)
C (0.15816, -3.90538, -3.45311)
C (-1.21538, -4.08380, -3.64465)
C (-2.04520, -2.98658, -3.42618)
C (-1.53297, -1.76325, -3.03232)
H (-0.23852, 0.54930, -2.52849)
H (1.43562, -0.14441, -2.62690)
H (1.74080, -2.59115, -2.88348)
H (0.83190, -4.74387, -3.60542)
H (-1.61925, -5.04333, -3.94547)
H (-3.11857, -3.09280, -3.55680)
H (-2.21271, -0.93478, -2.85801)

Q: Which of them is the most stable? A: Q.